Entry 1:
Here is 10 unconnected molecules or ions with the total composition C30H86O28P6 in a non-equilibrium geometry from the OMol25 dataset. Energies are from ωB97M-V/def2-TZVPD.

The electronic energy comes out at -145579.470 eV. As for the LUMO energy: 0.163 eV. Its SMILES is COP(=O)(OC)OC.COP(=O)(OC)OC.COP(=O)(OC)OC.COP(=O)(OC)OC.COP(=O)(OC)OC.COP(=O)(OC)OC.CC(C)O.CC(C)O.CC(C)O.CC(C)O.

```
! RIJCOSX wB97M-V def2-TZVPD def2/J DEFGRID3
* xyz 0 1
C 1.142 4.446 5.478
C 1.828 4.148 4.167
C 1.086 4.673 2.907
O 3.119 4.757 4.139
H 1.173 5.499 5.760
H 1.465 3.816 6.307
H 0.100 4.151 5.352
H 1.948 3.068 4.084
H 0.654 5.662 3.058
H 0.284 4.025 2.554
H 1.802 4.801 2.096
H 3.064 5.694 4.342
C 0.878 -0.559 3.128
C -0.364 -0.549 4.036
C -0.684 -1.960 4.540
O -0.060 0.341 5.102
H 1.754 -0.853 3.708
H 1.006 0.446 2.728
H 0.816 -1.256 2.292
H -1.250 -0.174 3.524
H -1.501 -1.874 5.257
H 0.179 -2.432 5.009
H -1.022 -2.539 3.681
H 0.693 0.024 5.607
C -4.776 -1.327 4.655
C -5.091 -2.143 3.355
C -4.918 -1.316 2.041
O -4.189 -3.185 3.296
H -4.807 -1.993 5.518
H -5.345 -0.408 4.797
H -3.740 -0.990 4.605
H -6.117 -2.509 3.392
H -5.163 -1.829 1.111
H -3.866 -1.038 1.978
H -5.578 -0.449 2.010
H -4.325 -3.693 2.492
C -1.435 -0.545 -0.066
C -0.656 0.739 -0.475
C -0.868 1.859 0.565
O 0.720 0.484 -0.545
H -2.522 -0.461 -0.055
H -0.995 -0.898 0.867
H -1.173 -1.317 -0.790
H -1.014 1.141 -1.423
H -0.334 2.758 0.260
H -0.509 1.556 1.548
H -1.895 2.159 0.770
H 1.227 1.246 -0.834
C -1.930 -4.063 1.333
O -1.098 -5.057 0.679
P -1.377 -6.600 1.001
O -2.814 -6.973 1.065
O -0.501 -7.277 -0.247
C -0.955 -7.077 -1.545
O -0.426 -6.942 2.225
C 0.962 -6.860 2.169
H -2.059 -4.453 2.342
H -2.792 -3.828 0.708
H -1.323 -3.160 1.406
H -2.045 -7.094 -1.540
H -0.614 -7.876 -2.203
H -0.690 -6.099 -1.948
H 1.402 -7.844 2.331
H 1.280 -6.201 2.978
H 1.299 -6.432 1.225
C 7.079 1.340 -1.382
O 5.694 1.592 -1.797
P 4.580 1.842 -0.693
O 3.236 2.117 -1.317
O 5.247 3.030 0.230
C 4.625 3.486 1.400
O 4.665 0.535 0.256
C 4.373 -0.769 -0.262
H 7.125 0.493 -0.698
H 7.579 2.208 -0.953
H 7.701 1.041 -2.226
H 5.359 3.510 2.205
H 3.765 2.892 1.710
H 4.279 4.509 1.248
H 4.254 -0.790 -1.345
H 3.475 -1.206 0.175
H 5.245 -1.371 -0.004
C 0.611 3.771 -2.293
O -0.765 3.400 -2.308
P -1.763 4.318 -3.174
O -2.336 5.461 -2.440
O -2.937 3.220 -3.679
C -4.026 2.822 -2.867
O -0.931 4.622 -4.530
C -0.592 3.588 -5.419
H 1.302 2.993 -2.616
H 0.896 3.932 -1.253
H 0.947 4.683 -2.787
H -4.989 2.755 -3.374
H -4.116 3.435 -1.970
H -3.898 1.821 -2.457
H -0.891 3.720 -6.459
H -1.003 2.636 -5.084
H 0.476 3.368 -5.397
C -2.920 5.548 0.961
O -3.995 5.142 1.765
P -3.806 4.587 3.316
O -3.252 5.648 4.216
O -5.359 4.133 3.722
C -6.048 3.296 2.831
O -2.954 3.238 3.119
C -2.616 2.448 4.281
H -2.855 4.882 0.102
H -1.981 5.561 1.514
H -3.099 6.505 0.471
H -6.272 2.306 3.228
H -5.535 3.209 1.873
H -7.010 3.742 2.577
H -2.855 2.897 5.245
H -1.527 2.434 4.308
H -2.985 1.431 4.145
C 4.314 -5.336 -1.192
O 3.031 -5.194 -1.837
P 2.592 -3.851 -2.616
O 1.347 -4.002 -3.386
O 2.492 -2.823 -1.383
C 1.614 -3.066 -0.302
O 3.927 -3.419 -3.461
C 4.278 -4.043 -4.681
H 4.145 -5.865 -0.254
H 4.811 -4.396 -0.954
H 4.988 -5.935 -1.804
H 0.923 -3.893 -0.469
H 1.099 -2.114 -0.173
H 2.129 -3.229 0.645
H 5.344 -4.099 -4.898
H 3.863 -3.430 -5.481
H 3.737 -4.971 -4.868
C 0.959 -0.431 -3.629
O 0.791 0.528 -4.649
P 0.558 0.089 -6.203
O 0.063 1.177 -7.102
O 1.981 -0.659 -6.629
C 2.366 -0.901 -7.983
O -0.454 -1.140 -6.057
C -1.722 -0.872 -5.539
H 0.890 -1.445 -4.021
H 0.349 -0.264 -2.742
H 1.962 -0.365 -3.207
H 3.398 -0.551 -7.960
H 1.797 -0.420 -8.780
H 2.359 -1.978 -8.149
H -1.731 -1.199 -4.499
H -2.458 -1.451 -6.096
H -1.998 0.176 -5.657
*
```

Entry 2:
Here is 2 unconnected molecules or ions with the total composition C6H12O in a non-equilibrium geometry from the OMol25 dataset. Energies are from ωB97M-V/def2-TZVPD.

The electronic energy comes out at -8454.136 eV. As for the LUMO energy (spin up / spin down): -5.595 / -7.577 eV.

```
! RIJCOSX wB97M-V def2-TZVPD def2/J DEFGRID3
* xyz 1 2
C 0.660 -2.028 -0.158
C 1.687 -2.649 -0.787
C 0.865 0.126 -1.231
C 0.261 -0.668 -0.246
C -1.061 -0.313 0.329
C 0.626 1.548 -1.509
H 0.063 -2.623 0.524
H 2.251 -2.238 -1.613
H 1.867 -3.712 -0.658
H 1.353 -0.416 -2.031
H -0.959 0.613 0.903
H -1.896 -0.173 -0.358
H -1.331 -1.004 1.113
H 0.632 2.240 -0.673
H 1.231 1.762 -2.375
H -0.419 1.620 -1.856
H -1.406 2.190 2.819
H -2.766 2.644 2.192
O -2.128 2.824 2.891
*
```

Entry 3:
Here is 2 unconnected molecules or ions with the total composition C6H13NO in a non-equilibrium geometry from the OMol25 dataset. Energies are from ωB97M-V/def2-TZVPD.

The electronic energy comes out at -9966.887 eV. As for the LUMO energy: 0.957 eV. Its SMILES is C=C(C)C.CN1CO1.

```
! RIJCOSX wB97M-V def2-TZVPD def2/J DEFGRID3
* xyz 0 1
C -1.233 0.512 0.267
C 1.886 0.328 -0.057
C -1.127 -0.343 1.493
C -1.435 0.000 -0.948
C -1.100 1.988 0.491
C 1.292 -1.805 -1.099
O 3.027 -0.438 -0.191
N 1.786 -1.105 0.051
H 1.586 0.849 -0.965
H 1.786 0.894 0.864
H -1.760 2.312 1.297
H -1.411 -1.379 1.275
H -0.104 -0.351 1.875
H -1.750 0.047 2.295
H -1.711 -1.036 -1.068
H -1.680 0.634 -1.782
H 1.292 -1.133 -2.024
H -0.089 2.245 0.793
H -1.363 2.551 -0.392
H 1.863 -2.719 -1.228
H 0.247 -2.051 -0.946
*
```

Entry 4:
Here is a molecular structure, C2H2ClIO2S in a non-equilibrium geometry from the OMol25 dataset. Energies are from ωB97M-V/def2-TZVPD.

The electronic energy comes out at -37652.627 eV. As for the LUMO energy (spin up / spin down): -0.301 / -2.534 eV.

```
! RIJCOSX wB97M-V def2-TZVPD def2/J DEFGRID3
* xyz 0 3
C 1.540 -0.849 -0.705
C -0.099 -0.521 0.477
O -2.285 1.014 0.926
O -1.175 1.129 -1.225
S -1.078 0.869 0.182
Cl 0.230 2.187 0.942
I -1.322 -2.103 0.602
H 1.996 -1.749 -0.109
H 2.193 0.021 -1.091
*
```

Entry 5:
Here is 4 unconnected molecules or ions with the total composition C8H16Br8 in a non-equilibrium geometry from the OMol25 dataset. Energies are from ωB97M-V/def2-TZVPD.

The electronic energy comes out at -568895.897 eV. As for the LUMO energy: 0.408 eV. Its SMILES is BrCCBr.BrCCBr.BrCCBr.BrCCBr.

```
! RIJCOSX wB97M-V def2-TZVPD def2/J DEFGRID3
* xyz 0 1
Br 8.312 -0.821 -28.003
C 7.336 0.828 -27.634
C 7.968 1.946 -28.442
Br 6.805 3.501 -28.355
H 7.419 1.015 -26.571
H 6.317 0.660 -27.962
H 8.115 1.684 -29.483
H 8.916 2.238 -27.999
Br 10.664 4.584 -29.539
C 9.025 4.970 -30.538
C 9.333 5.946 -31.643
Br 7.669 6.538 -32.450
H 8.445 5.447 -29.758
H 8.580 4.047 -30.887
H 9.925 5.457 -32.413
H 9.852 6.826 -31.281
Br 8.744 4.601 -35.001
C 8.200 3.726 -36.650
C 6.945 4.404 -37.139
Br 6.417 3.577 -38.836
H 8.065 2.665 -36.457
H 9.005 3.774 -37.380
H 7.127 5.440 -37.401
H 6.126 4.274 -36.442
Br 10.431 9.086 -24.095
C 9.779 7.933 -25.510
C 9.237 8.775 -26.618
Br 8.428 7.688 -27.992
H 8.975 7.333 -25.087
H 10.566 7.245 -25.800
H 9.983 9.411 -27.095
H 8.525 9.510 -26.248
*
```

Entry 6:
Here is 3 unconnected molecules or ions with the total composition C3H12O4 in a non-equilibrium geometry from the OMol25 dataset. Energies are from ωB97M-V/def2-TZVPD.

The electronic energy comes out at -11494.957 eV. As for the LUMO energy: 0.627 eV. Its SMILES is OCCCO.O.O.

```
! RIJCOSX wB97M-V def2-TZVPD def2/J DEFGRID3
* xyz 0 1
C 0.727 -1.888 1.854
O -0.380 -2.683 2.326
C 0.246 -1.033 0.719
C -0.564 0.201 1.118
O -0.482 1.211 0.089
H 1.057 -1.231 2.661
H 1.495 -2.581 1.533
H -0.462 -2.590 3.279
H 1.041 -0.693 0.037
H -0.370 -1.632 0.039
H -1.605 -0.077 1.106
H -0.332 0.578 2.126
H 0.399 1.606 0.184
H 1.219 2.092 -2.317
H 0.598 2.763 -3.508
O 1.278 2.912 -2.837
H -1.203 1.065 -2.038
H -1.737 1.107 -3.418
O -0.924 0.875 -2.952
*
```

Entry 7:
Here is a molecular structure, C17H19F7N4O7RuSe from the OMol25 dataset. Energies are from ωB97M-V/def2-TZVPD.

The electronic energy comes out at -125179.891 eV. As for the LUMO energy (spin up / spin down): 2.342 / 1.949 eV.

```
! RIJCOSX wB97M-V def2-TZVPD def2/J DEFGRID3
* xyz -1 2
Ru 1.531 -0.991 0.033
C 1.792 0.703 -1.988
N 2.080 -0.778 -1.911
C 3.514 -0.968 -2.186
C 1.262 -1.669 -2.757
C -0.134 -1.787 -2.190
N 0.018 -2.016 -0.755
C -1.069 -2.232 0.032
C -0.906 -2.216 1.432
F 0.341 -1.961 1.931
C -1.924 -2.430 2.325
F -1.654 -2.373 3.641
C -3.212 -2.690 1.898
C -3.406 -2.722 0.533
F -4.634 -2.973 0.051
C -2.389 -2.503 -0.377
F -2.710 -2.565 -1.684
H 0.711 0.829 -2.135
H 2.299 1.094 -2.892
H 1.312 2.623 -0.502
H 3.699 -0.710 -3.233
H 3.808 -1.997 -2.004
H 4.067 -0.286 -1.544
H 1.742 -2.649 -2.742
H 1.254 -1.294 -3.785
H -0.643 -2.615 -2.684
H -0.708 -0.874 -2.382
H -4.022 -2.856 2.592
N 0.017 0.377 0.433
C -0.908 1.057 0.547
N -2.064 1.588 0.871
C -2.734 2.644 0.088
C -2.443 3.995 0.703
O -2.813 4.011 2.092
C -2.067 3.060 2.816
C -2.354 1.655 2.311
H -3.803 2.423 0.144
H -2.410 2.591 -0.944
H -3.023 4.766 0.203
H -1.381 4.228 0.587
H -2.350 3.150 3.866
H -0.991 3.266 2.721
H -3.414 1.425 2.439
H -1.762 0.905 2.836
O -0.901 5.087 -1.576
Se 0.140 3.906 -2.030
O -0.746 2.574 -2.456
O 2.276 1.169 -0.811
O 0.691 3.387 -0.371
F 4.793 -3.953 1.496
C 4.942 -2.624 1.477
F 5.281 -2.228 2.704
F 5.968 -2.342 0.653
C 3.672 -1.913 0.978
O 2.966 -2.521 0.120
O 3.399 -0.778 1.384
*
```

Entry 8:
Here is 2 unconnected molecules or ions with the total composition C7H12O in a non-equilibrium geometry from the OMol25 dataset. Energies are from ωB97M-V/def2-TZVPD.

The electronic energy comes out at -9498.522 eV. As for the LUMO energy: 0.894 eV. Its SMILES is C=C/C=C/CC=C.O.

```
! RIJCOSX wB97M-V def2-TZVPD def2/J DEFGRID3
* xyz 0 1
C 1.633 1.175 -1.132
C 2.877 1.202 -0.689
C 0.962 -0.107 -1.553
C -0.263 -0.403 -0.735
C -0.401 -1.446 0.076
C -1.316 -1.530 1.222
C -2.626 -1.310 1.135
H 0.966 2.015 -0.953
H 3.367 2.117 -0.362
H 3.545 0.361 -0.566
H 1.676 -0.914 -1.383
H 0.634 -0.042 -2.594
H -1.050 0.345 -0.759
H 0.223 -2.329 -0.058
H -0.910 -1.779 2.196
H -3.080 -1.416 0.155
H -3.299 -1.192 1.976
H -0.931 1.239 0.750
H -1.366 2.317 1.714
O -0.640 1.699 1.559
*
```

Entry 9:
Here is 9 unconnected molecules or ions with the total composition C28H41FO35S8 in a non-equilibrium geometry from the OMol25 dataset. Energies are from ωB97M-V/def2-TZVPD.

The electronic energy comes out at -190749.318 eV. As for the LUMO energy: -1.741 eV. Its SMILES is Cc1ccccc1CC1=C(F)C(=O)OC1=O.O=S1(=O)OCCO1.O=S1(=O)OCCO1.O=S1(=O)OCCO1.O=S1(=O)OCCO1.O=S1(=O)OCCO1.O=S1(=O)OCCO1.O=S1(=O)OCCO1.O=S1(=O)OCCO1.

```
! RIJCOSX wB97M-V def2-TZVPD def2/J DEFGRID3
* xyz 0 1
C 2.503 -3.269 2.445
C 1.698 -3.112 1.044
C 0.566 -4.174 0.810
C -0.281 -4.109 -0.483
C 0.038 -3.018 -1.550
C 1.191 -1.970 -1.337
C 2.041 -1.996 -0.013
C 3.236 -0.925 0.242
C 4.564 -1.620 -0.315
C 5.454 -2.441 0.417
F 5.479 -2.852 1.769
C 6.672 -3.024 -0.451
O 7.679 -3.649 -0.100
O 6.223 -2.647 -1.772
C 5.234 -1.595 -1.759
O 4.904 -0.825 -2.680
H 3.032 -2.274 2.626
H 1.808 -3.597 3.289
H 3.300 -4.088 2.276
H 0.369 -4.993 1.594
H -1.109 -4.896 -0.604
H -0.604 -3.038 -2.498
H 1.392 -1.194 -2.164
H 2.963 0.007 -0.383
H 3.294 -0.639 1.349
C 4.054 2.927 -2.284
C 3.171 3.638 -3.298
O 1.832 3.324 -2.907
S 1.775 3.165 -1.292
O 1.314 4.403 -0.736
O 1.175 1.901 -0.983
O 3.372 3.057 -1.033
H 4.142 1.862 -2.516
H 5.049 3.368 -2.224
H 3.362 3.308 -4.320
H 3.294 4.723 -3.238
C -1.313 1.609 -3.741
C -0.694 2.180 -5.007
O -1.105 1.297 -6.049
S -2.571 0.703 -5.694
O -3.553 1.477 -6.397
O -2.505 -0.724 -5.771
O -2.605 1.135 -4.131
H -0.735 0.758 -3.369
H -1.403 2.358 -2.953
H 0.393 2.230 -4.952
H -1.093 3.174 -5.228
C -0.177 4.089 2.269
C -0.795 5.343 2.867
O -1.765 4.868 3.801
S -1.249 3.466 4.434
O -0.629 3.744 5.696
O -2.284 2.489 4.275
O -0.080 3.163 3.352
H -0.828 3.655 1.505
H 0.807 4.279 1.840
H -1.263 5.977 2.114
H -0.051 5.925 3.419
C -5.403 -3.672 -3.438
C -4.028 -3.236 -3.912
O -3.114 -3.839 -2.997
S -3.721 -5.256 -2.495
O -3.131 -6.298 -3.282
O -3.719 -5.266 -1.063
O -5.244 -5.029 -3.008
H -5.732 -3.079 -2.581
H -6.149 -3.607 -4.228
H -3.910 -2.152 -3.912
H -3.814 -3.624 -4.912
C -1.832 0.475 7.093
C -2.452 1.729 7.689
O -3.423 1.255 8.624
S -2.907 -0.146 9.259
O -2.286 0.135 10.521
O -3.941 -1.123 9.103
O -1.735 -0.450 8.178
H -2.483 0.038 6.330
H -0.848 0.665 6.664
H -2.919 2.361 6.935
H -1.708 2.311 8.241
C -6.348 -1.052 -7.482
C -6.989 0.192 -6.887
O -7.967 -0.299 -5.967
S -7.442 -1.696 -5.333
O -6.840 -1.412 -4.060
O -8.461 -2.685 -5.508
O -6.254 -1.981 -6.400
H -6.983 -1.493 -8.255
H -5.360 -0.849 -7.897
H -7.455 0.822 -7.644
H -6.259 0.781 -6.323
C 5.734 -2.213 -6.850
C 6.560 -1.612 -5.723
O 7.086 -0.396 -6.256
S 6.020 0.222 -7.312
O 5.244 1.220 -6.636
O 6.700 0.473 -8.546
O 5.100 -1.103 -7.486
H 6.373 -2.709 -7.586
H 4.988 -2.920 -6.483
H 7.366 -2.272 -5.400
H 5.931 -1.360 -4.864
C 0.291 1.488 11.536
C 0.495 1.821 13.005
O 1.121 3.105 13.011
S 0.591 3.957 11.735
O -0.467 4.818 12.176
O 1.727 4.435 11.006
O -0.070 2.723 10.914
H 1.220 1.136 11.078
H -0.492 0.743 11.387
H 1.118 1.086 13.515
H -0.463 1.909 13.527
*
```

Entry 10:
Here is 2 unconnected molecules or ions with the total composition Br2IOP from the OMol25 dataset. Energies are from ωB97M-V/def2-TZVPD.

The electronic energy comes out at -159522.687 eV. As for the LUMO energy: -1.412 eV. Its SMILES is O=PBr.BrI.

```
! RIJCOSX wB97M-V def2-TZVPD def2/J DEFGRID3
* xyz 0 1
O 1.021 2.242 1.314
P -0.367 1.788 1.155
Br 3.225 -0.443 1.578
Br -0.592 1.363 -0.995
I 3.715 -0.744 -0.798
*
```